ORCA calculation (ωB97M-V/def2-TZVPD) on a molecular structure, C56H63CsN3O2PSi.

Summary:
- Energy above the lowest of the compared OMol25 structures with the same formula, charge and spin: 0.0 kJ/mol
- Energy: -85373.2619 eV
- Strongest force on any atom: 0.21 eV/Å
- E_LUMO (spin up / spin down): 3.5403 / 3.5420 eV
- Net charge: -2
- HOMO (spin up / spin down): -1.62 / 0.04 eV

Element x y z (Å)
Cs: 0.31 0.47 0.12
C: 2.57 4.35 4.54
C: 1.60 4.96 3.54
C: 0.16 4.79 4.04
C: 1.75 4.44 2.13
C: 2.58 3.37 1.79
C: 2.70 2.93 0.48
C: 1.98 3.53 -0.55
C: 2.11 3.05 -1.97
C: 1.14 4.59 -0.22
C: 1.04 5.04 1.09
H: 2.44 4.81 5.52
H: 3.61 4.49 4.23
H: 2.39 3.28 4.67
H: 1.80 6.04 3.50
H: -0.11 3.74 4.11
H: -0.56 5.28 3.37
H: 0.04 5.21 5.04
H: 3.14 2.85 2.56
H: 3.34 2.08 0.25
H: 2.90 3.59 -2.49
H: 1.18 3.20 -2.52
H: 2.37 1.99 -2.00
H: 0.55 5.07 -1.00
H: 0.37 5.87 1.32
C: -2.46 -0.47 -1.65
Si: -3.74 -0.43 -0.43
C: -3.69 1.17 0.63
N: -2.47 1.37 1.41
C: -2.18 2.77 1.69
C: -3.21 3.42 2.63
C: -3.62 2.43 3.74
C: -2.54 1.36 3.92
C: -2.38 0.55 2.63
C: -3.57 -1.94 0.73
C: -4.61 -2.41 1.53
C: -4.41 -3.43 2.46
C: -3.15 -3.99 2.62
C: -2.10 -3.54 1.83
C: -2.32 -2.53 0.90
C: -5.61 -0.50 -0.91
C: -6.51 0.55 -0.77
C: -7.83 0.46 -1.19
C: -8.29 -0.72 -1.76
C: -7.42 -1.79 -1.92
C: -6.10 -1.67 -1.50
H: -2.34 0.40 -2.30
H: -2.25 -1.40 -2.17
H: -4.60 1.28 1.25
H: -3.74 1.97 -0.12
H: -2.12 3.32 0.75
H: -1.19 2.83 2.14
H: -4.08 3.74 2.07
H: -2.76 4.32 3.07
H: -4.56 1.95 3.48
H: -3.79 2.96 4.68
H: -2.79 0.68 4.74
H: -1.60 1.83 4.21
H: -3.16 -0.21 2.59
H: -1.43 0.01 2.67
H: -5.60 -1.98 1.43
H: -5.24 -3.77 3.07
H: -2.99 -4.76 3.35
H: -1.11 -3.96 1.95
H: -1.50 -2.17 0.28
H: -6.18 1.49 -0.32
H: -8.50 1.30 -1.07
H: -9.33 -0.80 -2.09
H: -7.77 -2.71 -2.37
H: -5.43 -2.51 -1.64
N: 0.29 2.60 6.78
C: 0.59 1.69 6.10
C: 0.95 0.60 5.30
C: 1.24 -0.71 5.84
C: 1.54 -1.71 4.94
C: 1.57 -1.48 3.57
N: 1.29 -0.23 3.04
C: 1.00 0.73 3.89
H: 1.21 -0.88 6.90
H: 1.76 -2.71 5.31
H: 1.81 -2.26 2.86
H: 0.77 1.70 3.44
O: 2.66 -0.17 -1.60
P: 2.68 -1.35 -2.57
C: 3.88 -2.72 -2.31
C: 3.85 -3.96 -2.95
C: 4.76 -4.96 -2.61
C: 5.72 -4.73 -1.63
C: 5.75 -3.51 -0.98
C: 4.84 -2.51 -1.32
C: 3.95 -0.41 -3.78
C: 5.27 -0.76 -4.08
C: 6.06 0.00 -4.94
C: 5.55 1.14 -5.54
C: 4.24 1.51 -5.26
C: 3.47 0.75 -4.41
C: 1.56 -1.55 -4.04
C: 0.27 -1.06 -3.95
C: -0.61 -1.15 -5.02
C: -0.20 -1.76 -6.20
C: 1.10 -2.24 -6.31
C: 1.98 -2.11 -5.24
H: 3.08 -4.16 -3.69
H: 4.72 -5.91 -3.12
H: 6.42 -5.51 -1.37
H: 6.48 -3.32 -0.21
H: 4.87 -1.55 -0.82
H: 5.70 -1.65 -3.64
H: 7.08 -0.31 -5.15
H: 6.16 1.73 -6.21
H: 3.82 2.40 -5.72
H: 2.44 1.05 -4.22
H: -0.09 -0.61 -3.03
H: -1.62 -0.77 -4.92
H: -0.89 -1.85 -7.04
H: 1.44 -2.70 -7.23
H: 3.01 -2.44 -5.35
C: -0.22 -4.10 -1.70
O: 0.94 -3.49 -2.23
C: 1.46 -2.41 -1.53
C: 1.66 -2.66 -0.06
H: -1.04 -3.38 -1.62
H: -0.05 -4.56 -0.73
H: -0.51 -4.88 -2.41
H: 2.26 -3.56 0.10
H: 0.73 -2.80 0.51
H: 2.19 -1.82 0.37

=====

ORCA calculation (ωB97M-V/def2-TZVPD) on a molecular structure, C36H28ClIrO5P2S at a distorted geometry.

Summary:
- Energy above the lowest of the compared OMol25 structures with the same formula, charge and spin: 487.5 kJ/mol
- Energy: -92772.5122 eV
- Strongest force on any atom: 4.54 eV/Å
- E_LUMO (spin up / spin down): -7.8685 / -7.3654 eV
- Net charge: +2
- HOMO (spin up / spin down): -13.94 / -13.76 eV

Element x y z (Å)
Ir: 0.38 -0.77 1.68
O: -0.85 -1.95 0.02
S: -1.38 -2.23 -1.34
C: 0.03 -2.06 -2.44
C: -0.09 -2.70 -3.66
C: 0.95 -2.65 -4.58
C: 2.12 -2.00 -4.24
C: 2.25 -1.39 -3.00
C: 1.21 -1.42 -2.06
P: 1.60 -0.65 -0.44
C: 2.33 -1.94 0.58
C: 2.31 -3.30 0.24
C: 2.77 -4.23 1.15
C: 3.22 -3.85 2.41
C: 3.24 -2.52 2.77
C: 2.79 -1.54 1.86
C: 2.89 0.56 -0.81
C: 2.56 1.62 -1.66
C: 3.52 2.55 -2.02
C: 4.81 2.43 -1.53
C: 5.15 1.37 -0.70
C: 4.20 0.43 -0.34
C: -2.25 -0.71 -1.76
C: -2.78 -0.61 -3.04
C: -3.58 0.46 -3.39
C: -3.86 1.44 -2.45
C: -3.34 1.34 -1.17
C: -2.52 0.27 -0.80
P: -1.93 0.33 0.94
C: -3.33 0.96 1.86
C: -3.28 2.21 2.47
C: -4.43 2.76 3.01
C: -5.63 2.05 2.94
C: -5.67 0.79 2.36
C: -4.53 0.23 1.82
C: -0.65 1.62 1.01
C: -0.34 2.47 -0.05
C: 0.71 3.36 0.06
C: 1.51 3.39 1.21
C: 1.21 2.57 2.27
C: 0.13 1.68 2.20
H: -0.99 -3.26 -3.89
H: 0.85 -3.13 -5.54
H: 2.95 -1.97 -4.93
H: 3.19 -0.91 -2.75
H: 1.95 -3.61 -0.73
H: 2.78 -5.28 0.87
H: 3.58 -4.60 3.11
H: 3.60 -2.22 3.74
H: 2.95 -0.49 2.09
H: 1.56 1.68 -2.06
H: 3.26 3.36 -2.68
H: 5.57 3.16 -1.81
H: 6.17 1.27 -0.34
H: 4.48 -0.41 0.29
H: -2.57 -1.39 -3.77
H: -3.99 0.53 -4.39
H: -4.50 2.28 -2.70
H: -3.57 2.12 -0.45
H: -2.35 2.77 2.53
H: -4.41 3.73 3.47
H: -6.53 2.49 3.34
H: -6.60 0.23 2.33
H: -4.54 -0.76 1.39
H: -0.94 2.45 -0.95
H: 0.91 4.06 -0.75
H: 2.33 4.09 1.27
H: 1.78 2.64 3.19
H: -0.23 1.22 3.11
O: -1.17 -0.74 3.40
Cl: -1.67 -2.12 3.15
O: -2.10 -2.73 4.33
O: -2.71 -2.04 2.17
O: -0.49 -2.79 2.59

=====

ORCA calculation (ωB97M-V/def2-TZVPD) on 3 unconnected molecules or ions with the total composition C4H12OS2 at a distorted geometry.

Summary:
- Energy above the lowest of the compared OMol25 structures with the same formula, charge and spin: 509.6 kJ/mol
- Energy: -28047.3065 eV
- Strongest force on any atom: 4.38 eV/Å
- E_LUMO (spin up / spin down): -9.0908 / -8.9348 eV
- Net charge: +1
- HOMO (spin up / spin down): -13.46 / -13.24 eV
- ⟨S²⟩: 1.720
- Multiplicity: 2

Element x y z (Å)
C: -0.45 -1.72 1.77
C: 0.17 -0.35 2.26
S: -1.02 1.05 2.19
S: 1.51 -1.45 -0.84
C: 1.19 0.28 -1.32
C: 0.34 0.44 -2.53
H: 0.24 -2.60 1.81
H: -0.87 -1.33 0.84
H: -1.31 -1.79 2.40
H: 0.86 -0.10 1.43
H: 0.63 -0.35 3.24
H: 0.73 0.59 -0.38
H: 2.21 0.78 -1.32
H: 0.77 -0.23 -3.25
H: 0.13 1.46 -2.77
H: -0.56 -0.11 -2.16
H: -2.05 2.39 -0.86
H: -1.12 1.33 0.26
O: -1.39 1.70 -0.76

=====

ORCA calculation (ωB97M-V/def2-TZVPD) on C4H4N2S2 in the gas phase at a distorted geometry.

Summary:
- Energy above the lowest of the compared OMol25 structures with the same formula, charge and spin: 322.5 kJ/mol
- Energy: -28860.1969 eV
- Strongest force on any atom: 5.29 eV/Å
- E_LUMO: -0.1395 eV
- HOMO: -8.01 eV

Element x y z (Å)
C: -1.98 0.63 0.13
C: -0.10 -0.97 0.06
C: 1.07 -1.42 0.05
C: 1.62 1.12 -0.14
H: -2.07 1.77 0.25
H: -0.92 -1.67 -0.08
H: 1.33 -2.37 0.10
H: 2.03 2.07 0.21
N: -0.60 0.32 -0.10
N: 0.33 1.40 -0.12
S: -3.19 -0.44 -0.18
S: 2.50 -0.44 -0.16

=====

ORCA calculation (ωB97M-V/def2-TZVPD) on a molecular structure, CHCl4Cr at a distorted geometry.

Summary:
- Energy above the lowest of the compared OMol25 structures with the same formula, charge and spin: 31.3 kJ/mol
- Energy: -79554.3828 eV
- Strongest force on any atom: 2.92 eV/Å
- E_LUMO (spin up / spin down): -9.0552 / -7.6641 eV
- Net charge: +1
- HOMO (spin up / spin down): -13.01 / -13.01 eV
- ⟨S²⟩: 6.122
- Multiplicity: 5

Element x y z (Å)
Cr: 11.02 -3.69 -5.18
Cl: 9.16 -5.03 -4.35
C: 8.53 -8.67 -3.00
Cl: 9.95 -8.64 -1.95
Cl: 7.19 -8.45 -1.88
Cl: 8.37 -10.18 -3.93
H: 8.53 -7.84 -3.70

=====

ORCA calculation (ωB97M-V/def2-TZVPD) on 10 unconnected molecules or ions with the total composition BF4H18O9 at a distorted geometry.

Summary:
- Energy above the lowest of the compared OMol25 structures with the same formula, charge and spin: 106.0 kJ/mol
- Energy: -30275.3106 eV
- Strongest force on any atom: 3.32 eV/Å
- E_LUMO: 2.7032 eV
- Net charge: -1
- HOMO: -6.69 eV

Element x y z (Å)
B: 0.25 -0.08 0.90
F: 1.01 1.07 0.96
F: 0.96 -1.13 1.36
F: -0.80 -0.02 1.84
F: -0.16 -0.16 -0.41
O: 2.62 -1.34 -1.67
H: 2.04 -1.99 -1.21
H: 2.67 -0.56 -1.13
O: -0.04 -0.64 -3.08
H: 0.16 0.26 -3.44
H: 0.18 -0.60 -2.15
O: -2.25 -2.34 1.71
H: -1.65 -1.62 1.75
H: -1.79 -3.12 1.50
O: -2.81 -0.83 -0.57
H: -1.88 -0.76 -0.70
H: -2.84 -1.25 0.32
O: 0.79 2.45 -1.54
H: 0.61 1.85 -0.82
H: 0.06 3.04 -1.46
O: -0.47 3.24 0.81
H: -0.35 4.03 1.28
H: 0.05 2.65 1.34
O: 3.31 0.82 -0.26
H: 3.76 1.61 0.00
H: 2.54 0.90 0.28
O: -3.17 1.09 2.26
H: -3.07 1.69 1.48
H: -2.29 0.87 2.43
O: 1.14 -3.21 -0.76
H: 0.40 -2.89 -1.19
H: 1.00 -3.06 0.19

=====

ORCA calculation (ωB97M-V/def2-TZVPD) on C2H5N3OS in the gas phase at a distorted geometry.

Summary:
- Energy above the lowest of the compared OMol25 structures with the same formula, charge and spin: 0.0 kJ/mol
- Energy: -19508.9504 eV
- Strongest force on any atom: 2.35 eV/Å
- E_LUMO: 0.4481 eV
- HOMO: -8.41 eV

Element x y z (Å)
C: -0.04 0.78 -1.05
C: 0.70 -0.19 1.10
H: -1.25 1.43 -2.54
H: -2.08 1.00 -1.14
H: -0.93 -0.78 0.07
H: 0.42 -2.21 1.20
H: 1.25 -1.54 2.46
N: -1.23 0.87 -1.74
N: -0.16 -0.10 -0.01
N: 0.54 -1.39 1.76
O: 1.40 0.72 1.49
S: 1.38 1.42 -1.61

=====

ORCA calculation (ωB97M-V/def2-TZVPD) on a molecular structure, C28H44IN5OSi4TeTi at a distorted geometry.

Summary:
- Energy above the lowest of the compared OMol25 structures with the same formula, charge and spin: 79.0 kJ/mol
- Energy: -109257.6519 eV
- Strongest force on any atom: 2.83 eV/Å
- E_LUMO (spin up / spin down): -7.7003 / -7.9996 eV
- Net charge: +2
- HOMO (spin up / spin down): -12.81 / -12.79 eV

Element x y z (Å)
Ti: -0.62 0.30 0.11
C: -5.53 2.03 1.25
C: -5.29 0.81 1.87
C: -4.00 0.38 2.08
C: -2.92 1.17 1.66
C: -3.17 2.40 1.03
C: -4.47 2.82 0.84
N: -1.60 0.71 1.76
C: -1.12 0.20 2.92
C: -1.63 0.39 4.21
C: -0.93 -0.09 5.29
C: 0.30 -0.74 5.15
C: 0.83 -0.95 3.90
C: 0.12 -0.50 2.78
N: 0.45 -0.68 1.48
N: 1.51 -1.36 1.13
C: 1.51 -1.63 -0.20
C: 2.46 -2.49 -0.75
C: 2.29 -2.91 -2.05
C: 1.18 -2.47 -2.77
C: 0.32 -1.56 -2.19
N: 0.48 -1.11 -0.94
H: -6.55 2.34 1.07
H: -6.11 0.18 2.18
H: -3.79 -0.58 2.55
H: -2.33 3.01 0.70
H: -4.66 3.77 0.35
H: -2.55 0.94 4.35
H: -1.32 0.06 6.29
H: 0.84 -1.07 6.02
H: 1.78 -1.44 3.75
H: 3.27 -2.84 -0.13
H: 2.99 -3.59 -2.50
H: 0.99 -2.83 -3.77
H: -0.55 -1.19 -2.72
C: 0.81 6.41 -1.13
Si: -0.24 6.34 0.47
C: -0.21 7.94 1.49
C: -2.02 5.74 0.11
Si: 1.09 4.70 1.97
Te: 1.01 2.25 1.21
Si: 3.67 4.98 1.96
C: 3.82 6.82 2.44
C: 4.38 3.76 3.24
C: 4.25 4.59 0.20
Si: 0.29 4.42 4.36
C: -1.59 4.15 4.12
C: 1.07 2.86 5.14
C: 0.69 6.01 5.33
H: 0.33 7.03 -1.89
H: 0.96 5.43 -1.56
H: 1.78 6.85 -0.93
H: -0.61 8.77 0.93
H: 0.80 8.19 1.78
H: -0.80 7.85 2.40
H: -2.62 6.55 -0.31
H: -2.52 5.40 1.01
H: -2.02 4.93 -0.61
H: 3.29 7.04 3.37
H: 3.41 7.47 1.67
H: 4.86 7.11 2.58
H: 4.14 4.06 4.26
H: 5.46 3.71 3.17
H: 3.99 2.77 3.08
H: 3.81 5.26 -0.54
H: 3.99 3.58 -0.09
H: 5.33 4.69 0.11
H: -1.79 3.33 3.44
H: -2.07 5.04 3.72
H: -2.08 3.93 5.07
H: 1.06 2.03 4.43
H: 0.52 2.54 6.02
H: 2.10 3.02 5.44
H: 0.34 6.90 4.81
H: 1.75 6.13 5.50
H: 0.21 6.00 6.31
N: -4.14 0.85 -1.43
C: -2.85 0.59 -1.86
O: -1.99 0.26 -0.89
C: -2.46 0.77 -3.13
I: 0.34 2.35 -1.51
H: -4.48 0.33 -0.63
H: -4.82 0.99 -2.16
H: -3.16 1.07 -3.88
H: -1.44 0.65 -3.45

=====

ORCA calculation (ωB97M-V/def2-TZVPD) on a molecular structure, C27H50GaOP2 at a distorted geometry.

Summary:
- Energy above the lowest of the compared OMol25 structures with the same formula, charge and spin: 184.8 kJ/mol
- Energy: -101801.0313 eV
- Strongest force on any atom: 6.35 eV/Å
- E_LUMO: -2.8626 eV
- Net charge: +1
- HOMO: -8.68 eV

Element x y z (Å)
Ga: -0.24 0.35 0.87
C: -0.62 -2.51 2.12
C: 0.67 -3.03 1.86
C: 0.94 -1.17 3.20
C: -0.46 -1.30 2.89
C: 1.63 -2.22 2.54
C: -1.90 -3.20 1.89
H: -1.92 -3.75 0.94
H: -2.75 -2.50 1.91
H: -2.07 -3.94 2.69
C: -1.55 -0.67 3.66
H: -2.51 -0.74 3.13
H: -1.32 0.39 3.84
H: -1.67 -1.17 4.64
C: 1.52 -0.25 4.19
H: 1.51 -0.70 5.20
H: 0.97 0.69 4.23
H: 2.57 -0.03 3.95
C: 3.07 -2.53 2.67
H: 3.24 -3.22 3.51
H: 3.65 -1.62 2.87
H: 3.46 -3.00 1.76
C: 0.97 -4.32 1.20
H: 1.06 -5.13 1.94
H: 1.91 -4.28 0.65
H: 0.17 -4.60 0.50
C: -1.38 1.10 -3.69
C: -1.69 -0.23 -3.67
C: -1.07 -1.26 -4.57
C: 0.39 -0.98 -4.99
C: 1.30 -0.50 -3.90
C: 1.61 0.79 -3.60
C: 0.98 1.99 -4.23
C: -0.50 1.78 -4.69
H: -1.70 -1.31 -5.48
H: 0.41 -0.32 -5.88
H: -1.13 -2.26 -4.13
H: -0.52 1.31 -5.68
H: -1.94 1.79 -3.06
H: -2.64 -0.55 -3.22
H: -0.92 2.80 -4.83
H: 1.03 2.86 -3.56
H: 2.53 1.00 -3.04
H: 1.58 2.26 -5.12
H: 0.81 -1.95 -5.33
H: 1.87 -1.32 -3.45
P: -1.68 -0.03 -0.82
C: -3.29 0.74 -0.98
C: -1.58 -1.81 -1.16
P: 1.58 0.52 -0.50
C: -0.01 0.69 -1.48
C: 2.48 -1.00 -0.83
C: 2.54 2.04 -0.53
H: -3.40 1.49 -0.18
H: -4.08 -0.02 -0.85
H: -3.43 1.23 -1.95
H: -1.22 -2.02 -2.18
H: -2.58 -2.25 -1.04
H: -0.91 -2.30 -0.44
H: 2.46 2.55 -1.50
H: 3.60 1.81 -0.33
H: 2.18 2.71 0.27
H: -0.12 1.72 -1.85
H: 0.08 -0.05 -2.26
H: 3.43 -0.97 -0.28
H: 2.69 -1.12 -1.90
H: 1.91 -1.87 -0.47
C: -0.41 2.99 4.12
C: -0.57 2.86 2.61
C: -2.04 2.96 2.25
C: 0.20 3.99 1.95
O: -0.02 1.60 2.21
H: 0.65 2.93 4.42
H: -0.98 2.24 4.67
H: -0.78 3.98 4.43
H: -2.43 3.92 2.61
H: -2.18 2.91 1.16
H: -2.61 2.15 2.72
H: 1.27 3.95 2.21
H: 0.10 3.97 0.86
H: -0.20 4.95 2.31